Entry 1:
ORCA calculation (ωB97M-V/def2-TZVPD) on 2 unconnected molecules or ions with the total composition C4H12N2O.

SMILES string: C=C(N)CCN.O
Lowest unoccupied orbital energy (hartree): 0.023
Total charge: 0
Frontier orbital gap (eV): 9.013

Positions of all 19 atoms, in Å:
C  0.377  -1.921  0.379
C  0.074  -0.642  -0.361
C  0.584  0.541  0.304
C  -0.212  1.664  0.279
N  1.925  0.654  0.720
N  -0.056  -2.031  1.795
H  1.450  -1.984  0.356
H  -0.081  -2.852  -0.213
H  0.714  -0.813  -1.304
H  -0.978  -0.569  -0.578
H  0.367  2.528  0.566
H  -0.990  1.789  -0.469
H  2.574  -0.066  0.354
H  2.318  1.611  0.519
H  -1.044  -2.136  2.070
H  0.256  -1.152  2.299
H  -1.745  1.379  -2.245
H  -2.832  2.500  -2.170
O  -2.701  1.500  -2.300

***

Entry 2:
ORCA calculation (ωB97M-V/def2-TZVPD) on C4H12N2O in the gas phase.

SMILES string: NCCNCCO
Lowest unoccupied orbital energy (hartree): 0.035
Total charge: 0
Frontier orbital gap (eV): 8.618

Positions of all 19 atoms, in Å:
N  2.723  0.599  -1.136
C  2.397  0.338  0.215
C  0.809  0.542  0.473
N  -0.117  -0.150  -0.444
C  -1.195  -1.035  -0.009
C  -2.542  -0.535  0.454
O  -2.977  0.526  -0.357
H  -3.834  0.815  0.031
H  3.151  1.524  -1.318
H  3.125  -0.260  -1.589
H  2.807  0.992  0.963
H  2.518  -0.741  0.542
H  0.473  0.410  1.500
H  0.699  1.625  0.197
H  -0.391  0.211  -1.408
H  -1.449  -1.570  -0.947
H  -0.822  -1.726  0.792
H  -2.168  -0.208  1.418
H  -3.206  -1.359  0.625

***

Entry 3:
ORCA calculation (ωB97M-V/def2-TZVPD) on C4H12N2O in the gas phase.

SMILES string: NCC[C@H](N)CO
Lowest unoccupied orbital energy (hartree): 0.031
Total charge: 0
Frontier orbital gap (eV): 9.857

Positions of all 19 atoms, in Å:
C  0.260  1.623  1.133
O  1.160  2.751  0.638
C  0.100  0.539  0.022
C  -0.913  -0.449  0.476
C  -0.737  -1.805  -0.101
N  -0.558  -1.772  -1.586
N  1.387  0.049  -0.273
H  0.750  1.218  2.093
H  -0.679  2.109  1.298
H  0.531  3.370  0.170
H  -0.389  1.074  -0.850
H  -0.860  -0.718  1.564
H  -1.873  0.044  -0.007
H  0.036  -2.446  0.330
H  -1.649  -2.349  -0.070
H  -0.466  -2.703  -1.922
H  0.277  -1.217  -1.958
H  2.006  0.629  0.303
H  1.619  0.052  -1.260

***

Entry 4:
ORCA calculation (ωB97M-V/def2-TZVPD) on C4H12N2O in the gas phase.

SMILES string: NCCCNCO
Lowest unoccupied orbital energy (hartree): 0.034
Total charge: 0
Frontier orbital gap (eV): 9.264

Positions of all 19 atoms, in Å:
C  -0.351  0.868  0.640
C  -0.192  -0.224  1.685
C  -0.358  -1.705  1.239
N  0.246  -2.090  -0.059
N  0.619  0.757  -0.497
C  0.320  1.343  -1.829
O  -0.996  1.677  -2.243
H  -1.358  1.032  0.239
H  -0.034  1.836  1.057
H  0.853  -0.053  1.946
H  -0.832  0.114  2.511
H  0.083  -2.306  2.016
H  -1.448  -1.837  1.137
H  0.998  -1.475  -0.324
H  0.563  -3.050  0.002
H  1.542  1.125  -0.314
H  0.818  2.319  -1.801
H  0.791  0.670  -2.551
H  -1.263  0.997  -2.857

***

Entry 5:
ORCA calculation (ωB97M-V/def2-TZVPD) on C4H12N2O in the gas phase.

SMILES string: NCC[C@@H](N)CO
Lowest unoccupied orbital energy (hartree): 0.032
Total charge: 0
Frontier orbital gap (eV): 10.249

Positions of all 19 atoms, in Å:
C  -1.739  0.657  -0.506
O  -2.577  -0.078  0.408
C  -0.270  0.111  -0.707
C  0.253  -0.698  0.456
C  1.684  -0.296  0.945
N  1.614  1.026  1.586
N  -0.025  -0.528  -2.023
H  -1.565  1.580  0.050
H  -2.243  0.683  -1.470
H  -2.532  -0.989  0.129
H  0.273  1.065  -0.697
H  0.415  -1.755  0.207
H  -0.334  -0.666  1.370
H  2.477  -0.495  0.224
H  1.805  -1.001  1.776
H  2.501  1.295  1.950
H  1.303  1.678  0.873
H  -0.365  -1.478  -1.888
H  -0.676  -0.111  -2.683

***

Entry 6:
ORCA calculation (ωB97M-V/def2-TZVPD) on C4H12N2O in the gas phase.

SMILES string: NCC[C@H](N)CO
Lowest unoccupied orbital energy (hartree): 0.031
Total charge: 0
Frontier orbital gap (eV): 9.833

Positions of all 19 atoms, in Å:
C  -1.869  0.635  0.409
O  -2.589  0.168  1.554
C  -0.419  0.178  0.437
C  0.436  0.814  -0.707
C  1.224  -0.362  -1.307
N  2.392  -0.683  -0.494
N  -0.217  -1.230  0.849
H  -1.923  1.773  0.372
H  -2.386  0.249  -0.478
H  0.025  0.593  1.344
H  -0.259  1.203  -1.466
H  0.872  1.771  -0.312
H  0.471  -1.118  -1.564
H  1.651  0.000  -2.268
H  2.532  -0.039  0.265
H  3.196  -0.582  -1.094
H  -1.987  -0.120  2.244
H  -0.778  -1.927  0.379
H  -0.370  -1.322  1.838

***

Entry 7:
ORCA calculation (ωB97M-V/def2-TZVPD) on C4H12N2O in the gas phase.

SMILES string: CC[C@@](C)(N)ON
Lowest unoccupied orbital energy (hartree): 0.037
Total charge: 0
Frontier orbital gap (eV): 10.601

Positions of all 19 atoms, in Å:
C  0.308  0.285  0.083
C  -1.240  0.722  0.022
C  1.183  1.469  -0.335
C  -2.229  -0.420  0.194
N  0.663  -0.145  1.425
N  1.719  -1.553  -0.610
O  0.432  -0.766  -0.869
H  1.625  -0.488  1.343
H  0.126  -0.978  1.646
H  1.337  -2.499  -0.560
H  2.149  -1.485  -1.535
H  -1.403  1.481  0.796
H  -1.434  1.201  -0.945
H  2.244  1.194  -0.333
H  0.949  1.773  -1.361
H  1.050  2.329  0.330
H  -2.039  -0.991  1.107
H  -3.249  -0.026  0.260
H  -2.191  -1.103  -0.659

***

Entry 8:
ORCA calculation (ωB97M-V/def2-TZVPD) on 2 unconnected molecules or ions with the total composition C4H12N2O.

SMILES string: CC(C)O.C=NN
Lowest unoccupied orbital energy (hartree): 0.021
Total charge: 0
Frontier orbital gap (eV): 9.967

Positions of all 19 atoms, in Å:
C  1.419  0.199  1.846
N  1.653  0.843  0.720
N  2.502  0.268  -0.152
H  0.026  0.624  -0.109
H  2.611  -0.744  -0.104
H  2.385  0.611  -1.094
H  2.043  -0.649  2.127
H  1.111  0.829  2.668
H  -0.061  -0.650  1.496
C  -0.690  -0.675  -1.689
C  -2.146  0.626  -0.041
C  -0.840  -0.135  -0.270
O  -0.623  -1.127  0.656
H  -1.487  -1.388  -1.893
H  -0.745  0.129  -2.421
H  -2.181  1.032  0.970
H  -2.992  -0.052  -0.167
H  -2.254  1.441  -0.755
H  0.268  -1.182  -1.788

***

Entry 9:
ORCA calculation (ωB97M-V/def2-TZVPD) on 2 unconnected molecules or ions with the total composition C4H12N2O.

SMILES string: CN(C)C.NC=O
Lowest unoccupied orbital energy (hartree): 0.032
Total charge: 0
Frontier orbital gap (eV): 10.060

Positions of all 19 atoms, in Å:
C  -0.386  0.894  -0.482
N  -0.223  -0.564  -0.565
C  -1.480  -1.265  -0.459
C  0.231  -0.772  -1.979
H  -0.991  1.157  0.432
H  -0.955  1.302  -1.358
H  0.578  1.359  -0.364
H  -1.305  -2.361  -0.601
H  -1.946  -1.041  0.525
H  -2.211  -0.973  -1.270
H  0.566  -1.792  -2.228
H  1.004  -0.060  -2.246
H  -0.645  -0.594  -2.638
C  1.831  1.084  2.125
N  0.772  0.337  2.417
O  2.533  1.045  1.094
H  2.051  1.824  2.876
H  0.110  0.674  3.093
H  0.466  -0.254  1.627

***

Entry 10:
ORCA calculation (ωB97M-V/def2-TZVPD) on 3 unconnected molecules or ions with the total composition C4H12N2O.

Lowest unoccupied orbital energy (alpha / beta) (hartree): 0.026 / 0.026
Total charge: 0
Frontier orbital gap (alpha / beta) (eV): 7.914 / 7.914

Positions of all 19 atoms, in Å:
C  -1.065  0.752  -0.492
C  1.038  -1.549  -0.322
C  -1.749  0.000  0.603
C  1.941  -0.082  1.191
N  -1.736  0.955  -1.643
N  0.061  1.370  -0.212
O  0.172  -1.172  -1.140
H  -2.471  0.301  -1.858
H  -1.207  1.258  -2.447
H  0.519  1.827  -0.992
H  0.764  0.731  0.367
H  0.756  -2.176  0.538
H  2.087  -1.650  -0.632
H  -2.382  0.686  1.172
H  -2.357  -0.808  0.201
H  -1.002  -0.419  1.274
H  1.506  0.451  2.047
H  2.746  0.528  0.767
H  2.379  -1.001  1.578

***

Entry 11:
ORCA calculation (ωB97M-V/def2-TZVPD) on C4H12N2O2 in the gas phase.

SMILES string: N[C@@H](CO)CNCO
Lowest unoccupied orbital energy (hartree): 0.028
Total charge: 0
Frontier orbital gap (eV): 9.414

Positions of all 20 atoms, in Å:
C  -0.453  -0.852  -0.110
N  -1.331  0.249  0.218
C  -2.347  0.533  -0.716
O  -1.926  1.195  -1.915
C  0.929  -0.806  0.526
C  1.575  0.572  0.593
O  0.994  1.481  1.503
N  1.767  -1.792  -0.146
H  -0.908  -1.817  0.145
H  -0.311  -0.913  -1.199
H  -0.893  1.022  0.686
H  -3.157  1.089  -0.237
H  -2.789  -0.406  -1.040
H  -2.024  2.145  -1.779
H  0.828  -1.165  1.555
H  1.497  1.030  -0.394
H  2.665  0.486  0.734
H  1.246  1.265  2.413
H  1.953  -1.526  -1.117
H  2.686  -1.788  0.281

***

Entry 12:
ORCA calculation (ωB97M-V/def2-TZVPD) on C4H12N2O2 in the gas phase.

SMILES string: CN(O)[C@H](N)CCO
Lowest unoccupied orbital energy (hartree): 0.029
Total charge: 0
Frontier orbital gap (eV): 9.423

Positions of all 20 atoms, in Å:
C  -0.682  0.399  0.404
C  0.878  0.265  -1.663
C  -0.544  0.329  -1.129
C  1.230  -0.660  1.493
N  -0.207  -0.698  1.242
N  -2.106  0.455  0.729
O  -0.458  -1.983  0.598
O  1.671  1.330  -1.160
H  -1.297  -1.866  0.126
H  1.333  2.155  -1.550
H  -0.245  1.346  0.748
H  -2.181  1.006  1.586
H  -2.355  -0.474  1.065
H  0.872  0.331  -2.756
H  1.357  -0.684  -1.410
H  -1.113  -0.514  -1.540
H  -1.010  1.235  -1.541
H  1.462  -1.309  2.345
H  1.566  0.346  1.766
H  1.828  -1.011  0.648

***

Across the entries above, energy takes the values -344.2919, -344.2776, -344.2922, -344.2967, -344.3151, -344.2981, -344.2987, -344.2598, -344.3318, -344.2461, -419.5714, -419.5079 Eh, respectively.
Across the entries above, ΔE to the lowest compared entry with this formula, charge and spin takes the values 58.4, 67.4, 58.3, 55.4, 43.9, 54.6, 54.1, 78.6, 33.4, 87.2, 48.4, 88.2 kcal/mol, respectively.
Across the entries above, M takes the values 104.2, 104.2, 104.2, 104.2, 104.2, 104.2, 104.2, 104.2, 104.2, 104.2, 120.2, 120.2 g/mol, respectively.